Molecular formula: C9H10NO4
Method: DFT, ωB97M-V/def2-TZVPD

Geometry as XYZ:
```
24
Properties=species:S:1:pos:R:3:forces:R:3
C -1.200 -1.527 -0.652 1.307 -0.920 -1.643
C -2.427 -2.119 -0.642 -0.131 -0.332 0.453
C -2.622 -0.203 0.426 -1.179 -0.297 0.544
C -1.330 -0.291 0.054 -1.293 -0.984 -0.174
C 2.220 -1.412 0.064 0.255 -0.436 1.222
C 0.952 0.126 1.553 -3.324 -3.323 -4.293
C 0.936 0.716 -0.568 0.525 -0.507 0.734
C -0.307 0.629 0.377 3.597 2.171 2.572
C 1.469 2.149 -0.745 -0.659 -1.778 0.256
N 1.805 -0.028 0.389 0.195 -0.591 -0.669
O 2.292 -1.727 -1.123 -0.278 0.535 -1.564
O 2.488 -2.151 1.036 -0.310 0.720 0.432
O -3.307 -1.315 0.039 -0.041 -0.316 -0.263
O -0.844 1.958 0.763 -0.139 -1.420 -1.092
H -0.250 -1.833 -1.223 -1.548 0.208 1.263
H -2.848 -3.115 -0.905 0.633 1.157 -0.030
H -3.235 0.471 1.027 0.620 -0.069 -0.349
H 1.123 0.915 2.127 0.944 3.570 2.533
H 0.803 -0.807 2.133 -0.044 0.510 -0.482
H 0.906 0.241 -1.572 -0.230 -0.104 0.711
H 1.001 2.461 -1.655 -0.289 1.033 -0.525
H 2.503 1.881 -0.977 0.222 1.094 0.500
H 1.143 2.731 0.144 1.078 -0.027 -0.779
H -1.269 2.248 -0.069 0.089 0.106 0.645
```
Forces are in eV/Å.

HOMO	-4.25	eV
F_max	0.124	hartree/bohr
E_LUMO	3.1	eV
net charge	-1
relative energy (zero: lowest compared OMol25 entry of this formula, charge and spin)	2.157	eV
orbital gap	7.38	eV
spin multiplicity	1


Molecular formula: C9H10NS
Method: DFT, ωB97M-V/def2-TZVPD

Geometry as XYZ:
```
21
Properties=species:S:1:pos:R:3:forces:R:3
C 2.644 0.985 0.723 -0.061 0.000 0.007
C 2.766 -0.090 -0.153 -0.007 0.041 0.036
C 1.391 1.431 1.111 0.042 -0.050 -0.059
C 1.656 -0.731 -0.654 -0.291 -0.110 -0.035
C 0.265 0.804 0.616 -0.073 -0.341 -0.235
C 0.380 -0.282 -0.281 1.115 0.560 0.592
C -2.064 0.265 0.289 3.498 -3.178 -3.097
C -1.162 1.152 0.971 0.527 0.310 0.176
C -1.166 -1.931 -1.431 -0.082 -0.763 -0.446
N -0.778 -0.766 -0.743 -4.691 3.529 3.006
S -3.640 -0.072 -0.066 0.032 -0.077 0.036
H 3.528 1.468 1.105 0.085 0.061 0.051
H 3.746 -0.431 -0.447 0.086 -0.024 -0.031
H 1.298 2.258 1.798 -0.023 0.098 0.092
H 1.753 -1.555 -1.343 0.073 -0.082 -0.067
H -1.298 1.062 2.057 -0.147 -0.026 0.006
H -1.351 2.203 0.721 -0.178 0.003 -0.012
H -0.271 -2.417 -1.825 -0.106 -0.021 -0.031
H -1.830 -1.677 -2.262 0.069 -0.046 0.015
H -1.678 -2.643 -0.775 0.094 0.034 -0.007
H -4.190 0.968 0.590 0.039 0.082 0.003
```
Forces are in eV/Å.

HOMO (alpha / beta)	-11.53 / -11.97	eV
F_max	0.128	hartree/bohr
E_LUMO (alpha / beta)	-5.9 / -5.1	eV
net charge	+1
relative energy (zero: lowest compared OMol25 entry of this formula, charge and spin)	3.364	eV
orbital gap (alpha / beta)	5.62 / 6.83	eV
spin multiplicity	1


Molecular formula: C9H10O3
Method: DFT, ωB97M-V/def2-TZVPD

Geometry as XYZ:
```
22
Properties=species:S:1:pos:R:3:forces:R:3
C 3.692 -0.258 -0.097 -0.462 1.940 2.325
C 2.320 -0.191 0.637 -1.391 -2.276 -1.635
C 1.221 0.634 -0.094 2.448 1.965 0.417
C -0.193 0.255 0.007 0.318 -1.771 -0.018
C -1.335 1.003 0.111 -1.975 1.233 -1.086
C -2.648 0.449 -0.028 0.899 1.852 0.397
C -2.869 -0.861 -0.059 2.014 -3.735 -0.232
C -1.718 -1.700 -0.110 0.288 0.085 1.053
C -0.453 -1.115 -0.073 -2.344 -1.752 -0.217
H 3.699 -1.072 -0.800 0.243 0.023 -0.418
H 4.520 -0.319 0.665 -0.793 -0.420 -0.833
H 3.782 0.772 -0.484 0.323 -0.742 -0.684
H 1.886 -1.202 0.789 0.910 0.823 -0.041
H 2.289 0.195 1.609 0.613 1.094 1.525
H -1.953 2.619 0.849 0.176 0.168 -0.452
H -3.510 1.075 -0.143 -0.045 0.773 0.290
H -3.815 -1.347 -0.035 -0.835 0.129 -0.157
H -1.528 -2.810 0.087 -1.692 1.492 -0.574
H 0.413 -2.721 -0.655 -0.653 -2.574 -2.972
O 1.587 1.670 -0.630 -0.813 -0.651 -0.049
O -1.294 2.372 0.181 0.304 -0.157 0.701
O 0.472 -2.102 -0.007 2.467 2.499 2.661
```
Forces are in eV/Å.

HOMO	-8.87	eV
F_max	0.086	hartree/bohr
E_LUMO	0.5	eV
net charge	0
relative energy (zero: lowest compared OMol25 entry of this formula, charge and spin)	2.391	eV
orbital gap	9.36	eV
spin multiplicity	1


Molecular formula: C9H11BBrNO3
Method: DFT, ωB97M-V/def2-TZVPD

Geometry as XYZ:
```
26
Properties=species:S:1:pos:R:3:forces:R:3
C 2.723 -1.174 -0.063 0.022 -0.052 -0.061
C 1.561 -1.526 0.870 0.053 -0.167 0.043
N 0.819 -0.373 1.400 0.037 0.156 0.167
C 0.279 0.542 0.503 0.001 0.026 0.075
C -0.777 0.288 -0.291 0.205 -0.113 -0.087
B -1.643 -1.035 -0.264 -0.140 0.004 0.076
C -3.052 -1.036 0.425 -0.016 0.122 -0.184
O -1.116 -2.151 -0.844 -0.054 0.183 -0.252
C -1.249 1.329 -1.221 0.095 0.015 0.034
O -2.249 1.165 -1.892 -0.092 -0.058 -0.100
C -0.493 2.606 -1.350 -0.015 -0.045 -0.052
C 0.525 2.870 -0.544 0.077 -0.105 0.181
Br 1.504 4.461 -0.650 0.048 0.102 0.023
C 0.939 1.899 0.516 -0.048 0.085 0.133
O 1.766 2.175 1.354 -0.099 -0.070 -0.177
H 3.653 -1.012 0.484 -0.045 0.109 0.021
H 2.894 -1.984 -0.773 0.042 -0.021 0.037
H 2.515 -0.277 -0.650 -0.049 -0.034 -0.001
H 1.945 -2.060 1.740 -0.060 -0.045 -0.002
H 0.870 -2.202 0.374 -0.057 0.114 -0.051
H 1.362 0.119 2.099 0.139 0.026 -0.120
H -2.922 -1.160 1.506 -0.006 -0.036 -0.009
H -3.553 -0.079 0.271 -0.024 -0.012 0.042
H -3.714 -1.825 0.059 0.026 -0.041 0.094
H -1.765 -2.854 -0.940 0.022 -0.125 0.159
H -0.820 3.292 -2.119 -0.062 -0.019 0.010
```
Forces are in eV/Å.

HOMO	-9.00	eV
F_max	0.006	hartree/bohr
E_LUMO	-1.4	eV
net charge	0
relative energy (zero: lowest compared OMol25 entry of this formula, charge and spin)	0.000	eV
orbital gap	7.60	eV
spin multiplicity	1


Molecular formula: C9H11BrN
Method: DFT, ωB97M-V/def2-TZVPD

Geometry as XYZ:
```
22
Properties=species:S:1:pos:R:3:forces:R:3
C -2.141 0.023 -3.671 -2.870 0.578 -3.436
C -2.791 -0.311 -2.513 -0.881 -0.559 2.051
C -0.828 0.367 -3.790 2.409 -0.262 3.594
C -2.054 -0.505 -1.373 -0.268 -0.892 0.471
C -0.092 0.240 -2.537 0.696 0.784 -3.233
C -0.651 -0.269 -1.374 -1.056 0.020 -0.004
C 2.165 -0.378 3.905 -0.522 -1.626 -1.949
C 2.252 0.978 3.256 -0.313 -0.079 5.096
C 0.072 -0.568 -0.242 -0.188 -0.655 2.610
N 0.967 0.393 3.658 -1.752 0.590 -0.361
Br 1.882 -0.841 -0.205 -0.420 0.278 0.033
H -2.868 0.046 -4.568 1.629 0.132 1.164
H -3.888 -0.448 -2.454 0.921 -0.111 -0.370
H -0.326 0.733 -4.675 -0.217 -0.106 -0.021
H -2.454 -1.070 -0.533 -0.289 0.621 0.090
H 0.955 0.550 -2.463 -0.323 -0.084 -0.396
H 2.181 -1.223 3.134 0.248 0.907 1.322
H 2.471 -0.732 4.895 0.145 0.856 -0.279
H 2.589 1.722 3.977 0.157 0.080 -0.233
H 2.606 1.197 2.317 0.027 -0.056 -2.472
H -0.419 -0.739 0.820 0.880 0.302 -2.379
H 0.374 0.833 4.434 1.989 -0.718 -1.296
```
Forces are in eV/Å.

HOMO	-11.83	eV
F_max	0.099	hartree/bohr
E_LUMO	-6.5	eV
net charge	+1
relative energy (zero: lowest compared OMol25 entry of this formula, charge and spin)	3.177	eV
orbital gap	5.29	eV
spin multiplicity	1


Molecular formula: C9H11Cl2N
Method: DFT, ωB97M-V/def2-TZVPD

Geometry as XYZ:
```
23
Properties=species:S:1:pos:R:3:forces:R:3
C -2.649 -0.372 -0.724 -0.488 3.329 0.985
C -1.933 -1.609 -1.012 1.787 -0.807 0.953
C 0.531 -1.148 -0.863 -2.221 1.391 0.235
C 0.975 0.143 -0.077 -1.146 -4.197 -0.251
C 1.682 1.122 -0.634 -0.615 3.288 -2.438
C 1.999 2.255 0.113 1.974 -1.509 2.815
C 1.952 2.176 1.546 -2.394 -1.952 -0.043
C 1.308 0.950 2.177 0.228 2.341 -4.235
C 0.825 -0.061 1.277 1.125 1.384 3.534
H -3.668 -0.389 -1.092 0.024 0.277 -1.478
H -3.021 -0.248 0.314 1.295 -0.382 0.124
H -2.054 0.562 -0.975 -1.060 -0.879 0.100
H -1.724 -1.765 -2.067 0.328 0.321 -0.267
H -2.714 -2.287 -0.831 -0.259 -2.087 0.821
H -0.497 -2.741 0.369 -0.663 3.403 -2.466
H 0.175 -0.908 -1.947 1.336 -0.536 1.719
H 1.411 -1.743 -0.711 0.184 -0.858 -0.847
H 1.711 1.306 -1.746 0.226 -0.814 1.164
H 2.099 3.045 2.192 0.378 -0.336 -0.297
H 0.425 -0.999 1.729 0.056 1.164 -0.713
N -0.671 -1.736 -0.161 -0.057 -2.863 0.042
Cl 3.048 3.391 -0.678 -0.383 0.619 0.158
Cl 0.790 1.055 3.802 0.344 -0.297 0.384
```
Forces are in eV/Å.

HOMO	-8.77	eV
F_max	0.094	hartree/bohr
E_LUMO	0.6	eV
net charge	0
relative energy (zero: lowest compared OMol25 entry of this formula, charge and spin)	2.770	eV
orbital gap	9.37	eV
spin multiplicity	1


Molecular formula: C9H11Cl2NO2
Method: DFT, ωB97M-V/def2-TZVPD

Geometry as XYZ:
```
25
Properties=species:S:1:pos:R:3:forces:R:3
C -2.206 -0.467 1.244 1.007 -0.542 0.994
C -1.169 -1.259 1.005 0.645 -0.564 -1.646
C -2.157 0.471 -0.900 -2.889 2.970 -2.632
C -2.692 0.471 0.318 -0.969 1.584 -2.425
C 2.217 1.131 -1.011 -0.576 2.738 2.575
C -1.097 -0.346 -1.432 2.548 -0.253 0.020
C -0.515 -1.217 -0.377 4.195 -1.377 2.493
C 1.982 0.776 1.540 -0.096 -0.260 0.210
C 1.381 0.491 0.162 -0.071 5.043 1.088
N 1.115 -0.782 -0.159 -3.292 -6.108 -0.246
O 2.477 0.252 -1.881 1.317 -0.868 -3.079
O 2.489 2.319 -1.072 -0.083 -1.250 0.113
Cl -4.107 1.588 0.560 1.363 -1.310 0.346
Cl -0.298 -2.986 -0.915 -0.258 1.051 0.157
H -2.611 -0.509 2.189 -1.102 -0.063 2.014
H -0.794 -2.031 1.698 -0.280 0.688 -0.356
H -2.676 1.086 -1.748 0.971 -0.836 1.904
H -1.472 -1.025 -2.179 -0.226 0.105 -0.708
H -0.197 0.246 -1.873 -1.859 -0.733 0.372
H 1.295 0.885 2.356 -1.260 -0.224 0.081
H 2.639 -0.002 1.953 0.547 0.386 -0.744
H 2.359 1.774 1.480 1.199 0.434 0.030
H 0.474 1.138 0.128 0.204 -0.378 -0.008
H 1.570 -1.455 0.502 -0.915 0.555 -0.872
H 1.992 -0.547 -1.589 -0.119 -0.789 0.318
```
Forces are in eV/Å.

HOMO	-9.16	eV
F_max	0.135	hartree/bohr
E_LUMO	-0.4	eV
net charge	0
relative energy (zero: lowest compared OMol25 entry of this formula, charge and spin)	0.850	eV
orbital gap	8.79	eV
spin multiplicity	1


Molecular formula: C9H11ClO2P
Method: DFT, ωB97M-V/def2-TZVPD

Geometry as XYZ:
```
24
Properties=species:S:1:pos:R:3:forces:R:3
C 1.683 -0.649 1.184 -0.173 -0.043 -0.086
C 1.076 0.111 -1.022 -0.190 -0.225 0.220
C 2.866 0.047 1.105 0.183 0.036 -0.037
C 2.254 0.814 -1.101 0.248 0.058 0.052
C 0.752 -0.657 0.121 0.651 0.327 0.003
C 3.154 0.769 -0.045 -0.173 -0.033 -0.014
C -1.289 -1.744 -0.968 0.158 0.014 0.004
C -2.038 0.554 1.195 0.022 -0.431 -0.335
C -0.422 -1.425 0.204 -1.119 0.210 0.155
O -3.591 2.536 0.520 0.097 0.389 0.288
O -3.450 0.628 -1.172 0.180 -0.810 -0.606
P -2.777 1.481 -0.160 -0.451 0.448 0.646
Cl 4.657 1.632 -0.157 0.212 0.131 -0.022
H 1.459 -1.216 2.078 -0.031 -0.038 0.042
H 0.368 0.166 -1.832 -0.110 -0.002 -0.142
H 3.583 0.020 1.915 -0.022 0.033 0.026
H 2.488 1.399 -1.978 0.012 0.053 -0.051
H -1.996 -2.532 -0.713 -0.038 0.001 -0.039
H -0.683 -2.079 -1.816 0.028 -0.086 -0.054
H -1.873 -0.880 -1.296 -0.140 -0.008 -0.068
H -1.317 1.076 1.807 0.252 -0.035 0.089
H -2.699 -0.120 1.722 -0.034 -0.181 0.127
H -0.586 -1.993 1.109 0.098 0.008 0.109
H -1.619 2.063 -0.700 0.341 0.184 -0.307
```
Forces are in eV/Å.

HOMO (alpha / beta)	-4.15 / -4.26	eV
F_max	0.022	hartree/bohr
E_LUMO (alpha / beta)	2.8 / 2.5	eV
net charge	-1
relative energy (zero: lowest compared OMol25 entry of this formula, charge and spin)	0.161	eV
orbital gap (alpha / beta)	6.95 / 6.81	eV
spin multiplicity	1


Molecular formula: C9H11F2InNO12PS2
Method: DFT, ωB97M-V/def2-TZVPD

Geometry as XYZ:
```
39
Properties=species:S:1:pos:R:3:forces:R:3
In 0.346 1.415 2.268 0.403 -0.872 -0.437
N -1.393 3.635 1.967 -1.031 -0.282 -4.308
S -2.153 4.497 2.930 -0.513 1.367 10.176
O -3.495 4.060 3.333 2.060 0.492 -1.177
O -1.906 5.908 2.957 -0.579 -0.815 -0.838
F -1.175 3.953 4.124 -1.333 0.667 -0.289
S -2.193 4.244 0.623 -1.343 0.371 -8.634
O -1.642 5.487 0.127 -0.435 -1.525 1.922
O -3.658 4.080 0.499 4.023 -0.350 1.362
F -1.488 3.211 -0.432 -1.156 0.420 1.703
C 1.125 -3.634 1.246 0.211 1.812 -0.018
C 0.794 -2.356 1.781 -0.947 2.182 1.757
C -0.384 -2.267 2.873 -0.136 1.872 -0.693
O -0.778 -1.118 3.207 0.984 -2.879 -0.672
C -0.940 -3.528 3.360 0.219 3.390 0.093
C -0.502 -4.739 2.885 0.257 -5.111 0.539
C 0.522 -4.788 1.707 0.165 -5.297 -1.622
O 0.865 -5.870 1.080 -1.678 3.340 2.803
O -0.907 -5.788 3.475 1.271 2.478 -2.063
O 1.325 -1.283 1.501 -0.265 -1.078 -0.100
H 1.840 -3.681 0.437 0.104 -0.174 -0.059
H -1.651 -3.489 4.173 -0.149 -0.133 0.080
C 3.580 0.594 -3.192 -0.468 0.036 -1.150
O 2.739 1.058 -2.103 -0.781 -0.108 0.251
P 1.202 0.631 -1.989 1.126 -1.153 -2.353
O 0.595 0.894 -0.672 -0.056 -0.154 -0.077
O 0.490 1.355 -3.269 1.808 -0.824 1.254
C -0.895 1.464 -3.468 -1.771 -0.559 0.790
O 1.361 -0.967 -2.473 -1.006 1.809 0.932
C 0.429 -1.974 -2.056 -0.202 -0.248 -0.031
H 4.144 1.402 -3.658 -0.366 0.449 0.460
H 2.902 0.207 -3.952 0.400 -0.213 -0.121
H 4.334 -0.150 -2.935 -0.514 -0.138 0.689
H -1.246 1.170 -4.457 0.808 0.641 -0.424
H -1.250 2.440 -3.138 0.121 0.087 -0.456
H -1.470 0.745 -2.885 0.215 -0.153 0.621
H -0.023 -2.516 -2.886 0.371 0.297 -0.449
H -0.426 -1.586 -1.502 0.258 0.223 0.347
H 0.980 -2.719 -1.484 -0.075 0.133 0.191
```
Forces are in eV/Å.

HOMO (alpha / beta)	-12.93 / -12.93	eV
expectation value of S²	0.763
F_max	0.200	hartree/bohr
E_LUMO (alpha / beta)	-8.1 / -9.1	eV
net charge	+1
orbital gap (alpha / beta)	4.78 / 3.85	eV
spin multiplicity	2


Molecular formula: C9H11I2N2
Method: DFT, ωB97M-V/def2-TZVPD

Geometry as XYZ:
```
24
Properties=species:S:1:pos:R:3:forces:R:3
C -0.774 0.906 -1.922 0.013 0.629 1.471
C -1.133 -1.418 -1.733 0.921 -1.677 -0.437
C -2.147 1.053 -2.176 0.851 -1.655 0.105
C -2.477 -1.232 -2.168 3.472 1.363 1.599
C -0.285 -0.338 -1.478 -0.912 0.400 -1.263
C 1.016 -0.989 3.417 1.971 -2.206 -1.186
C 1.849 -0.113 2.804 -0.752 2.361 0.909
C 1.111 -0.386 -0.906 0.716 -0.369 -0.884
C 2.062 0.097 1.329 -0.782 -1.927 0.526
N -2.968 -0.026 -2.258 -0.587 1.764 -0.364
N 1.144 -0.441 0.573 0.939 1.028 -0.172
I -0.766 2.758 1.547 0.897 -1.145 0.536
I 3.789 0.950 0.537 -0.652 -0.142 0.559
H -0.093 1.782 -1.828 -0.836 -0.547 -0.203
H -0.700 -2.470 -1.760 -0.759 1.338 0.578
H -2.559 2.048 -2.223 -0.332 -0.020 -0.378
H -3.048 -2.094 -2.198 -1.545 -1.286 -0.605
H 0.883 -1.238 4.470 0.009 1.448 0.089
H 0.810 -1.969 2.932 -0.370 0.884 -0.464
H 2.178 0.808 3.347 0.037 -1.074 -0.144
H 1.712 -1.258 -1.282 -0.561 0.664 0.301
H 1.653 0.550 -1.210 -0.497 -0.924 0.356
H 0.412 -0.896 1.111 -0.382 -0.021 -0.447
H -1.670 3.915 1.076 -0.857 1.115 -0.481
```
Forces are in eV/Å.

HOMO	-12.48	eV
F_max	0.079	hartree/bohr
E_LUMO	-5.2	eV
net charge	+1
relative energy (zero: lowest compared OMol25 entry of this formula, charge and spin)	1.624	eV
orbital gap	7.24	eV
spin multiplicity	1